1.
C46H48HgN3P2Si2 | wB97M-V/def2-TZVPD

Positions of all 102 atoms, in Å:
Hg1 -1.31019 -1.23647 0.05274
C1 -0.38618 0.87349 5.18879
Si1 -0.94718 -0.45362 3.94402
C2 -2.80788 -0.28417 3.73773
C3 -0.59219 -2.12683 4.76457
N1 -0.22421 -0.29404 2.44336
P1 1.10819 -0.30246 1.61403
C4 0.91246 -0.93067 0.06628
P2 1.21486 -0.43306 -1.50024
N2 -0.06994 -0.09413 -2.32713
Si2 -0.75985 -0.01496 -3.85342
C5 0.31391 0.93456 -5.11209
C6 -2.41219 0.86350 -3.73248
C7 -1.02775 -1.73357 -4.60411
C8 2.41579 0.95066 -1.63565
C9 1.93510 2.24168 -1.82531
C10 2.81020 3.31364 -1.92095
C11 4.18117 3.10643 -1.85530
C12 4.67193 1.82161 -1.66558
C13 3.79285 0.75699 -1.54070
C14 2.13965 -1.74984 -2.39315
C15 2.85475 -1.48586 -3.55982
C16 3.43087 -2.51570 -4.28806
C17 3.28741 -3.83178 -3.86658
C18 2.56831 -4.10602 -2.71184
C19 2.00414 -3.06992 -1.97988
C20 2.37542 -1.25969 2.54232
C21 2.74866 -2.52029 2.09066
C22 3.61300 -3.31291 2.83477
C23 4.12272 -2.84551 4.03771
C24 3.76264 -1.58239 4.49295
C25 2.89303 -0.79947 3.75068
C26 1.82864 1.38429 1.68308
C27 0.94318 2.44352 1.86927
C28 1.40053 3.75067 1.91938
C29 2.75683 4.01839 1.79022
C30 3.64743 2.97077 1.60171
C31 3.18456 1.66331 1.54777
H1 -1.02938 0.88901 6.07457
H2 -0.41713 1.86381 4.72901
H3 0.63884 0.69479 5.52585
H4 -3.35269 -0.41216 4.67761
H5 -3.17916 -1.02168 3.02062
H6 -3.05199 0.69780 3.32424
H7 -1.14114 -2.23898 5.70503
H8 0.47451 -2.24032 4.97477
H9 -0.88949 -2.94133 4.09986
H10 0.64010 1.89064 -4.69591
H11 -0.23917 1.13938 -6.03516
H12 1.20485 0.36154 -5.38132
H13 -2.26300 1.92193 -3.50374
H14 -2.98658 0.44639 -2.90120
H15 -3.00934 0.78634 -4.64543
H16 -0.06305 -2.23010 -4.74664
H17 -1.53971 -1.69227 -5.57031
H18 -1.62357 -2.35237 -3.92889
H19 0.86408 2.39719 -1.90381
H20 2.41420 4.31376 -2.05494
H21 4.86415 3.94419 -1.93847
H22 5.74105 1.65141 -1.60062
H23 4.18561 -0.24154 -1.38084
H24 2.96287 -0.46313 -3.90106
H25 3.98805 -2.29039 -5.19058
H26 3.73176 -4.63911 -4.43768
H27 2.44556 -5.13028 -2.37830
H28 1.44203 -3.26480 -1.07284
H29 2.34356 -2.85470 1.14224
H30 3.88924 -4.29612 2.47064
H31 4.79752 -3.46171 4.62097
H32 4.15725 -1.20910 5.43145
H33 2.60943 0.18206 4.11491
H34 -0.11347 2.23272 1.97838
H35 0.68858 4.55657 2.05512
H36 3.11979 5.03959 1.82442
H37 4.70615 3.17216 1.48351
H38 3.89053 0.85431 1.39742
C32 -4.44462 -4.32902 0.11660
C33 -5.62373 -3.59578 0.07438
C34 -5.58016 -2.21523 0.03009
C35 -4.36116 -1.51513 0.03357
C36 -3.15875 -2.25610 0.06190
C37 -3.23122 -3.64976 0.10662
C38 -4.32367 -0.03615 -0.00767
C39 -5.47295 0.74633 0.09062
C40 -5.40439 2.12876 0.02993
C41 -4.13849 2.75438 -0.15618
C42 -3.95167 4.13787 -0.26451
C43 -2.68779 4.68987 -0.45593
C44 -1.58308 3.84974 -0.54473
C45 -1.73488 2.47540 -0.43796
C46 -2.99996 1.89241 -0.23631
N3 -3.09783 0.54370 -0.14399
H39 -4.46914 -5.41336 0.15203
H40 -6.58359 -4.10294 0.06902
H41 -6.51570 -1.67296 -0.01995
H42 -2.31241 -4.22641 0.13534
H43 -6.43694 0.27464 0.22772
H44 -6.29892 2.73679 0.11329
H45 -4.82381 4.78318 -0.20033
H46 -2.56938 5.76499 -0.53874
H47 -0.59058 4.26363 -0.69487
H48 -0.88665 1.80554 -0.52256

Spin multiplicity: 2
Charge: -2
ΔE to the lowest compared entry with this formula, charge and spin in kcal/mol: 0.0
E in eV: -91463.983
Orbital gap (spin up / spin down) in eV: 3.54 / 6.37
Lowest unoccupied orbital energy (spin up / spin down) in Ha: 0.159 / 0.159


2.
C46H48N2P2PdSi2 | wB97M-V/def2-TZVPD

Positions of all 101 atoms, in Å:
Pd1 0.21556 -0.15809 0.38454
C1 -0.67646 5.30651 -1.74797
Si1 -1.53979 3.61341 -1.91733
C2 -2.94304 3.66248 -3.11718
C3 -2.38214 3.12786 -0.26513
N1 -0.43369 2.41414 -2.45925
P1 0.88391 1.59955 -2.17261
C4 0.93164 -0.04484 -1.53502
P2 0.17292 -1.59641 -1.80913
N2 -0.71869 -1.80877 -0.50090
Si2 -1.22845 -3.16574 0.40057
C5 -2.10641 -4.31281 -0.73571
C6 -2.53110 -2.64365 1.71398
C7 0.32110 -4.11608 0.97131
C8 -1.02420 -1.39672 -3.14916
C9 -2.28574 -0.98494 -2.76847
C10 -3.21239 -0.61258 -3.82723
C11 -2.79275 -0.69432 -5.14320
C12 -1.49327 -1.17253 -5.45093
C13 -0.60882 -1.52709 -4.47121
C14 1.16137 -3.04533 -2.16481
C15 2.28620 -3.27829 -1.36062
C16 3.12280 -4.34647 -1.59938
C17 2.83488 -5.23894 -2.64606
C18 1.73055 -4.94662 -3.46574
C19 0.88565 -3.91389 -3.25097
C20 1.95741 1.93146 -3.60104
C21 1.40801 1.99486 -4.91948
C22 2.24506 1.89484 -6.03334
C23 3.59066 2.16947 -5.80262
C24 4.19383 2.11351 -4.53447
C25 3.32785 1.95883 -3.41198
C26 1.81807 2.69021 -0.86039
C27 2.49190 3.86004 -1.22543
C28 2.94782 4.78590 -0.26503
C29 2.76334 4.44799 1.10996
C30 2.16037 3.22323 1.45041
C31 1.53111 2.41782 0.45479
H1 -0.49451 5.62965 -0.68867
H2 -1.28245 6.08625 -2.21075
H3 0.29663 5.12072 -2.22174
H4 -3.30130 4.67296 -3.43400
H5 -3.65987 3.30206 -2.40070
H6 -2.74063 3.00903 -3.96179
H7 -3.17846 3.85110 -0.05733
H8 -1.55021 3.13018 0.41041
H9 -2.81437 2.13471 -0.23657
H10 -3.15409 -3.79235 -1.01334
H11 -2.28923 -5.23788 -0.23838
H12 -1.60889 -4.54756 -1.72504
H13 -2.65323 -1.55051 1.57156
H14 -1.98937 -2.73551 2.70033
H15 -3.39931 -3.27680 1.67635
H16 0.66375 -4.86947 0.20754
H17 -0.01138 -4.64789 1.89356
H18 1.11846 -3.36107 1.34187
H19 -2.80779 -1.01480 -1.79164
H20 -4.20240 -0.24919 -3.43394
H21 -3.48231 -0.44922 -5.88005
H22 -1.20064 -1.31797 -6.44660
H23 0.36372 -1.90960 -4.79130
H24 2.43577 -2.58005 -0.49628
H25 4.02121 -4.45479 -1.03208
H26 3.44171 -6.11950 -2.81080
H27 1.53902 -5.59232 -4.32306
H28 0.03363 -3.78403 -3.88999
H29 0.30450 2.16600 -5.08546
H30 1.81660 1.94026 -7.05517
H31 4.17501 2.41931 -6.69641
H32 5.23341 2.26710 -4.25677
H33 3.74266 1.89274 -2.42195
H34 2.69725 4.12270 -2.31122
H35 3.48438 5.66871 -0.61189
H36 3.06707 5.08859 1.97423
H37 2.17484 2.88008 2.46052
H38 0.96681 1.47725 0.64386
C32 -0.36011 -0.32749 2.16695
C33 -0.36585 -0.37046 3.39063
C34 -0.39986 -0.37632 4.81401
C35 -0.21814 -1.58487 5.49498
C36 0.37903 -2.65797 4.87832
C37 0.53456 -3.85948 5.55217
C38 -0.10945 -4.16010 6.81108
C39 -0.91530 -3.10507 7.29105
C40 -0.86655 -1.86395 6.72471
C41 -0.62640 0.84871 5.47417
C42 -0.31090 1.06541 6.79447
C43 -0.61029 2.39202 7.33507
C44 -1.27129 3.36388 6.59398
C45 -1.67564 3.09792 5.30866
C46 -1.39574 1.84571 4.74802
H39 0.90267 -2.50985 3.94823
H40 1.17399 -4.63043 5.08737
H41 -0.01079 -5.11355 7.35856
H42 -1.56289 -3.27465 8.10876
H43 -1.53801 -1.10577 7.22455
H44 0.21865 0.38808 7.46734
H45 -0.29035 2.56771 8.34692
H46 -1.49925 4.31213 7.04611
H47 -2.22753 3.85213 4.70382
H48 -1.71564 1.62935 3.69894

Spin multiplicity: 3
Charge: -2
ΔE to the lowest compared entry with this formula, charge and spin in kcal/mol: 0.0
E in eV: -89270.913
Orbital gap (spin up / spin down) in eV: 4.49 / 4.99
Lowest unoccupied orbital energy (spin up / spin down) in Ha: 0.161 / 0.152


3.
C46H48N3OPY | wB97M-V/def2-TZVPD

Positions of all 100 atoms, in Å:
Y1 -0.38593 -0.38886 -0.04832
N1 -2.36945 1.45493 1.78406
N2 -2.74631 -1.31267 -0.59755
C1 0.93126 -3.03977 0.46161
C2 -0.09321 -3.02288 1.45013
C3 0.04926 -1.82540 2.21700
C4 -0.78939 -1.37920 3.36373
H1 -1.65479 -2.03823 3.48058
H2 -1.15435 -0.35614 3.19718
H3 -0.22211 -1.38579 4.30885
C5 1.21752 -1.14296 1.74149
C6 1.71696 0.13926 2.28136
H4 2.39982 0.09726 3.13898
H5 0.83803 0.68224 2.62961
H6 2.21693 0.70125 1.48766
C7 1.71326 -1.85432 0.60030
C8 2.88483 -1.45315 -0.24115
H7 2.87124 -0.36738 -0.37610
H8 2.80649 -1.93453 -1.21844
H9 3.86488 -1.71047 0.19446
C9 -1.08987 -4.08574 1.70526
H10 -0.76015 -4.77075 2.50425
H11 -1.24828 -4.67509 0.79641
H12 -2.04186 -3.63592 2.01282
C10 1.19514 -4.13659 -0.49734
H13 1.61854 -3.71430 -1.41449
H14 0.25475 -4.63751 -0.74278
H15 1.90322 -4.88705 -0.10774
C11 -2.45150 2.77500 1.86415
H16 -2.26447 3.22890 2.83553
C12 -2.71017 3.58917 0.78236
H17 -2.72089 4.66031 0.95215
C13 -2.84816 3.02586 -0.47204
H18 -2.94087 3.66511 -1.35007
C14 -2.82783 1.64093 -0.60620
H19 -2.86616 1.15214 -1.58456
C15 -2.63409 0.86416 0.58276
C16 -2.58786 -0.57543 0.60558
H20 -2.72931 -1.16374 1.52264
C17 -1.70239 -1.98891 -1.23316
C18 -3.96369 -1.57714 -1.25913
H21 -4.90478 -1.09290 -1.05582
C19 -3.68165 -2.51292 -2.19312
H22 -4.30936 -2.98035 -2.93529
N3 -2.31605 -2.80480 -2.09134
C20 -1.60730 -3.82226 -2.81115
C21 -1.92901 -5.17657 -2.62971
C22 -1.16235 -6.14233 -3.28513
H23 -1.38290 -7.19877 -3.12571
C23 -0.10513 -5.78730 -4.12317
C24 0.66031 -6.82908 -4.87639
H24 1.72136 -6.57530 -4.93383
H25 0.29892 -6.93154 -5.90623
H26 0.55813 -7.80385 -4.39605
C25 0.19107 -4.43196 -4.28474
H27 1.02127 -4.14245 -4.93055
C26 -0.54164 -3.43753 -3.63326
C27 -0.14342 -2.00499 -3.78553
H28 -1.00569 -1.32622 -3.83989
H29 0.44040 -1.90758 -4.71401
H30 0.52185 -1.67060 -2.96297
C28 -3.00634 -5.58915 -1.68427
H31 -3.99940 -5.50337 -2.14275
H32 -3.01026 -5.00260 -0.75700
H33 -2.85494 -6.63748 -1.40438
O1 0.33126 1.66158 0.34996
P1 0.73860 3.00335 1.01791
C29 0.04507 4.24888 -0.12252
C30 -0.28161 5.50048 0.41464
C31 -0.53843 6.57362 -0.43277
C32 -0.47391 6.40420 -1.81883
C33 -0.15287 5.15492 -2.35933
C34 0.10375 4.07232 -1.51733
C35 0.75999 3.06285 2.90645
C36 -0.12282 2.41251 3.82139
C37 -0.00274 2.53248 5.20784
C38 1.05017 3.25789 5.79078
C39 1.97337 3.85317 4.92546
C40 1.82495 3.72960 3.55046
C41 2.46343 3.35078 0.57738
C42 2.83330 4.67380 0.85992
C43 4.13121 5.11125 0.63608
C44 5.02685 4.24022 -0.00051
C45 4.60422 2.97824 -0.43363
C46 3.30000 2.53394 -0.18809
H34 -0.30953 5.62056 1.49855
H35 -0.76989 7.54105 0.01066
H36 -0.66974 7.25298 -2.47754
H37 -0.08123 5.02384 -3.44153
H38 0.38009 3.11045 -1.95404
H39 -0.93319 1.79276 3.43411
H40 -0.74104 2.06615 5.86739
H41 1.15375 3.35825 6.86491
H42 2.81978 4.41427 5.32769
H43 2.61117 4.17242 2.95026
H44 2.10390 5.36334 1.28636
H45 4.40587 6.11563 0.96187
H46 6.04867 4.57420 -0.16658
H47 5.29420 2.33207 -0.97561
H48 2.94131 1.60126 -0.62136

Charge: -1
E in eV: -65329.957
Orbital gap (spin up / spin down) in eV: 3.48 / 3.68
Lowest unoccupied orbital energy (spin up / spin down) in Ha: 0.090 / 0.089